Version A
A 2-piece molecular cluster, C3H7NO4S2 overall. Source: OMol25; level of theory: ωB97M-V/def2-TZVPD.

Last column: natural (NBO) charge in e.
Positions of all 17 atoms, in Å:
C 0.999 -2.372 -3.377  0.8276
C -0.927 2.014 -1.334  -0.2451
C 0.605 -0.028 3.584  -0.8044
N 0.432 -2.624 -2.371  -0.7840
O -0.902 -0.845 -0.741  -0.9608
O 0.530 0.081 0.970  -0.8734
O 1.626 -2.420 -4.345  -0.5384
O -1.319 1.493 -0.037  -0.7319
S -1.047 -0.055 0.454  1.8065
S 0.944 1.073 2.223  0.5437
H -1.002 1.256 -2.027  0.1997
H 0.041 2.278 -1.177  0.1826
H -1.497 3.044 -1.574  0.2070
H -0.497 -0.197 3.746  0.2267
H 1.212 0.437 4.394  0.2446
H 1.044 -1.030 3.304  0.2371
H -0.241 -2.105 -1.690  0.4622

## Properties
* Kohn-Sham gap: 9.806 eV
* spin multiplicity: 1
* LUMO energy: 0.01525 Ha

=====

Version B
C3H7NO4S2 as an isolated structure. Source: OMol25; level of theory: ωB97M-V/def2-TZVPD.

Last column: natural (NBO) charge in e.
Positions of all 17 atoms, in Å:
C 3.593 0.281 0.091  0.8636
C 0.443 2.618 -0.424  -0.3166
C -1.398 -2.529 -0.827  -0.7811
N 4.150 0.727 1.040  -0.7433
O 1.163 0.454 1.058  -0.9353
O -0.957 -0.035 -0.065  -0.8594
O 3.241 -0.009 -0.980  -0.5402
O 0.607 1.442 -1.199  -0.7046
S 0.772 0.074 -0.303  1.7525
S -1.636 -0.760 -1.351  0.4949
H 0.596 2.264 0.616  0.2206
H -0.660 2.900 -0.664  0.2180
H 1.414 3.221 -0.672  0.2092
H -1.596 -2.537 0.345  0.2419
H -0.262 -2.800 -1.066  0.2194
H -2.068 -3.130 -1.412  0.2285
H 4.167 0.506 2.016  0.4319

## Properties
* Kohn-Sham gap: 9.446 eV
* spin multiplicity: 1
* LUMO energy: 0.02415 Ha

=====

Tell me which of them is the least stable. Sure, it is version B.

=====

Version A
An isolated ion of composition C3H3O3S and charge -1. Source: OMol25; level of theory: ωB97M-V/def2-TZVPD.

Last column: natural (NBO) charge in e.
Positions of all 10 atoms, in Å:
O -3.442 -0.321 -0.458  -0.5170
C -2.322 0.045 -0.244  0.6826
C -1.180 0.612 0.066  -0.5369
C 0.168 -0.122 0.205  -0.0405
O 1.330 0.547 -0.251  -0.7578
S 2.968 0.097 0.216  0.6481
O 3.491 -1.005 -0.728  -1.0367
H -1.315 1.738 0.122  0.2643
H 0.280 -0.567 1.375  0.1336
H 0.023 -1.024 -0.302  0.1604

## Properties
* Kohn-Sham gap: 5.074 eV
* total charge: -1
* structure (SMILES): O=C=CCOS[O-]
* spin multiplicity: 1
* LUMO energy: 0.11730 Ha

=====

Version B
A 2-piece molecular cluster, C3H3O3S overall. Source: OMol25; level of theory: ωB97M-V/def2-TZVPD.

Last column: natural (NBO) charge in e.
Positions of all 10 atoms, in Å:
C 2.146 0.622 0.194  0.6748
C 1.122 -0.366 -0.307  0.0308
C -1.774 -0.018 -0.143  -0.2256
O 1.838 0.556 1.396  -0.6268
O 2.990 1.169 -0.466  -0.6592
O -0.829 0.617 -0.827  -0.6908
S 0.703 -1.846 -0.043  0.1247
H -1.447 -1.062 0.124  0.1249
H -2.698 -0.156 -0.739  0.1301
H -2.050 0.484 0.812  0.1172

## Properties
* Kohn-Sham gap (alpha / beta): 7.875 / 7.866 eV
* total charge: -1
* spin multiplicity: 1
* LUMO energy (alpha / beta): 0.11908 / 0.11909 Ha

=====

Tell me which of them is the least stable. Sure, it is version A.

=====

Version A
A 2-piece molecular cluster, C3H3O3S overall. Source: OMol25; level of theory: ωB97M-V/def2-TZVPD.

Last column: natural (NBO) charge in e.
Positions of all 10 atoms, in Å:
C 0.408 0.713 -0.187  0.1774
C -0.148 1.743 0.352  -0.5687
C 0.650 -0.717 -0.225  -0.1944
O 1.568 4.206 0.990  -0.9946
O 0.324 4.781 -0.903  -0.9929
O 1.362 0.303 -1.034  -0.4933
S 1.164 3.708 -0.321  1.5516
H -1.018 1.669 1.010  0.1833
H 1.252 -0.918 0.558  0.1616
H 0.089 -1.614 -0.587  0.1699

## Properties
* Kohn-Sham gap: 7.054 eV
* total charge: -1
* spin multiplicity: 1
* LUMO energy: 0.14166 Ha

=====

Version B
An isolated ion of composition C3H3O3S and charge -1. Source: OMol25; level of theory: ωB97M-V/def2-TZVPD.

Last column: natural (NBO) charge in e.
Positions of all 10 atoms, in Å:
C -0.272 2.273 -0.120  -0.6714
C 0.002 0.869 -0.195  -0.1777
C 0.125 -0.326 -0.247  -0.2632
S 0.181 -2.371 0.154  2.3707
O 1.345 -2.774 -0.662  -0.9883
O 0.432 -2.038 1.552  -0.9771
O -0.938 -3.290 -0.132  -0.9494
H -0.194 2.596 -1.131  0.2184
H -1.241 2.301 0.251  0.2257
H 0.562 2.762 0.530  0.2124

## Properties
* Kohn-Sham gap: 9.088 eV
* total charge: -1
* structure (SMILES): CC#CS(=O)(=O)[O-]
* spin multiplicity: 1
* LUMO energy: 0.13630 Ha

=====

Tell me which of them is the least stable. Sure, it is version A.

=====

Version A
A 2-piece molecular cluster, C2H6NO3 overall. Source: OMol25; level of theory: ωB97M-V/def2-TZVPD.

Last column: natural (NBO) charge in e.
Positions of all 12 atoms, in Å:
C -0.917 -0.886 -1.660  -0.4073
N -0.122 -0.888 -0.468  -0.7112
C -0.694 -0.349 0.741  0.8767
O 0.045 0.462 1.364  -0.8503
O -1.850 -0.702 1.018  -0.7771
H -1.963 -0.956 -1.362  0.2254
H -0.831 0.018 -2.280  0.1462
H -0.733 -1.770 -2.282  0.1592
H 0.867 -0.723 -0.542  0.3646
H 1.518 1.348 1.812  0.5249
H 2.334 2.642 1.594  0.4448
O 2.347 1.805 2.065  -0.9959

## Properties
* Kohn-Sham gap: 8.198 eV
* total charge: -1
* spin multiplicity: 1
* LUMO energy: 0.15122 Ha

=====

Version B
A 2-piece molecular cluster, C2H6NO3 overall. Source: OMol25; level of theory: ωB97M-V/def2-TZVPD.

Last column: natural (NBO) charge in e.
Positions of all 12 atoms, in Å:
C -1.365 -0.532 -0.281  -0.4150
N -1.037 0.727 0.334  -0.7025
C -0.123 0.717 1.447  0.8544
O 0.614 1.725 1.533  -0.8095
O -0.224 -0.248 2.237  -0.8101
H -0.611 -0.933 -0.976  0.1382
H -1.439 -1.256 0.528  0.2298
H -2.337 -0.481 -0.782  0.1574
H -0.779 1.466 -0.302  0.3574
H 0.968 -1.356 -3.932  0.4759
H 1.916 -2.464 -3.314  0.4750
O 1.873 -1.633 -3.800  -0.9512

## Properties
* Kohn-Sham gap: 6.960 eV
* total charge: -1
* spin multiplicity: 1
* LUMO energy: 0.11699 Ha

=====

Version C
A 2-piece molecular cluster, C2H6NO3 overall. Source: OMol25; level of theory: ωB97M-V/def2-TZVPD.

Last column: natural (NBO) charge in e.
Positions of all 12 atoms, in Å:
C -1.107 -0.678 -0.600  -0.7320
C -0.606 0.566 -0.120  0.7878
N 1.447 -0.679 0.585  -0.7733
O 2.159 -0.104 -0.477  -0.6746
O 0.068 1.403 -0.827  -0.7264
O -1.212 0.886 1.107  -0.7538
H -1.442 -1.218 0.288  0.2286
H -0.248 -1.154 -1.140  0.2739
H -2.002 -0.528 -1.261  0.1874
H 1.846 -0.453 1.511  0.2414
H 1.598 0.681 -0.667  0.4558
H -0.500 1.277 1.599  0.4853

## Properties
* Kohn-Sham gap: 5.846 eV
* total charge: -1
* spin multiplicity: 1
* LUMO energy: 0.14894 Ha

=====

Tell me which of them is the least stable. Sure, it is version C.